DFT (ωB97M-V/def2-TZVPD) results for a cluster of 2 separate species, C4H9O2 in total at a distorted geometry.

Results
Max |F|: 2.4 eV/A
Spin multiplicity: 1
Electronic energy: -8389.86818 eV
Gap between HOMO and LUMO: 7.5574 eV
Charge: -1
HOMO level: -3.739 eV

The geometry in XYZ format:
```
15
Properties=species:S:1:pos:R:3:forces:R:3:mulliken_charge:R:1
C -0.200491 1.523522 2.197098 0.65 0.07 -0.56 -0.901
C 0.309230 0.176159 1.646773 0.53 0.24 1.15 -0.400
H -1.137438 1.433523 2.722063 -0.50 -0.02 -0.03 0.251
H 0.493864 2.014032 2.886181 0.07 -0.20 0.00 0.280
H -0.305527 2.189087 1.332330 -0.24 0.05 0.33 0.282
H 0.071399 -0.658726 2.320359 -0.61 0.04 -0.45 0.306
H 1.399957 0.136900 1.709806 0.09 0.31 -0.56 0.273
H -0.024100 0.066167 0.618504 -0.03 -0.39 0.12 -0.111
C 0.071524 -1.527423 -1.825562 -1.24 0.36 -1.33 -0.728
C -0.151290 -0.159395 -2.667561 -0.58 -2.26 0.52 0.550
O 0.188252 -0.275032 -3.863721 0.04 0.74 0.14 -0.710
O -0.748012 0.730171 -2.034730 0.29 0.60 -0.10 -0.672
H 0.567578 -2.232484 -2.495111 1.27 0.20 0.71 0.342
H -0.862053 -2.097537 -1.750960 -0.65 0.64 0.09 0.202
H 0.327105 -1.318965 -0.795471 0.91 -0.39 -0.02 0.035
```
Forces are in eV/Å.